[1]
Entry from the Open Molecules 2025 dataset: ClNi as an isolated structure (wB97M-V/def2-TZVPD).

Structure (ORCA input):
```
! wB97M-V def2-TZVPD RIJCOSX def2/J DEFGRID3
* xyz 1 3
Ni 18.080 9.005 -0.739
Cl 15.725 6.802 1.632
*
```

The calculation puts the molar mass at 94.15 g mol⁻¹. The orbital gap (alpha / beta) is 8.39 / 7.89 eV. The value obtained for the highest occupied orbital energy (alpha / beta) is -0.593 / -0.575 Ha. Its expectation value of S² is 2.006.


[2]
Entry from the Open Molecules 2025 dataset: one molecule with the formula C12H27O4PSi in a non-equilibrium geometry (wB97M-V/def2-TZVPD).

Structure (ORCA input):
```
! wB97M-V def2-TZVPD RIJCOSX def2/J DEFGRID3
* xyz 0 1
C 0.044 -2.548 -2.662
C -0.852 -1.355 -3.268
C 0.028 -0.293 -4.128
C -1.827 -0.662 -2.209
C -2.693 0.431 -3.043
C -1.073 0.180 -1.067
O -0.204 -0.614 -0.228
Si 0.742 0.341 0.855
C 2.371 1.029 0.113
C 2.147 1.617 -1.372
O 2.772 1.203 -2.371
C 1.148 -0.763 2.394
C -0.193 -1.057 3.238
C 0.111 -2.004 4.520
O 0.210 -1.124 5.684
P -0.468 2.038 1.655
C 0.402 2.589 3.239
O -0.394 3.366 0.525
H 0.942 -2.052 -2.155
H 0.430 -3.177 -3.533
H -0.508 -3.162 -1.875
H -1.536 -1.856 -4.050
H 0.821 -0.893 -4.678
H -0.687 0.095 -4.942
H 0.450 0.548 -3.488
H -2.516 -1.407 -1.675
H -3.579 0.824 -2.443
H -2.979 -0.007 -4.050
H -2.025 1.347 -3.252
H -0.572 1.068 -1.578
H -1.904 0.620 -0.396
H 3.242 0.279 0.137
H 2.688 1.944 0.741
H 1.349 2.448 -1.441
H 1.954 -0.264 3.051
H 1.564 -1.788 2.095
H -0.963 -1.571 2.577
H -0.672 -0.116 3.674
H -0.828 -2.638 4.664
H 1.035 -2.653 4.373
H 1.132 -1.176 6.019
H -0.078 3.559 3.580
H 1.504 2.748 2.995
H 0.339 1.798 4.060
H -0.873 3.109 -0.287
*
```

The calculation puts the molar mass at 294.40 g mol⁻¹. The SMILES is CC(C)[C@H](C)CO[Si@](CC=O)(CCCO)P(C)O. The orbital gap is 8.60 eV. The value obtained for the highest occupied orbital energy is -0.296 Ha.


[3]
Entry from the Open Molecules 2025 dataset: a 2-piece molecular cluster, C4H8NO4 overall in a non-equilibrium geometry (wB97M-V/def2-TZVPD).

Structure (ORCA input):
```
! wB97M-V def2-TZVPD RIJCOSX def2/J DEFGRID3
* xyz -1 1
C 1.541 2.212 -0.485
N 0.709 1.383 0.190
C -1.038 0.257 -1.224
C 0.206 0.110 -0.356
C 0.148 -0.814 0.908
O 1.226 -1.118 1.456
O -1.001 -1.114 1.324
O 1.757 2.269 -1.680
H 1.883 3.030 0.170
H 0.803 1.351 1.193
H -1.402 -0.668 -1.656
H -0.819 0.999 -1.998
H -1.835 0.535 -0.521
H 0.994 -0.364 -0.959
H -2.369 -1.735 0.120
H -2.027 -3.220 -0.132
O -2.765 -2.594 -0.069
*
```

The calculation puts the molar mass at 134.11 g mol⁻¹. The orbital gap is 8.69 eV. The value obtained for the highest occupied orbital energy is -0.184 Ha.


[4]
Entry from the Open Molecules 2025 dataset: a 3-piece molecular cluster, C19H44IN3O3 overall (wB97M-V/def2-TZVPD).

Structure (ORCA input):
```
! wB97M-V def2-TZVPD RIJCOSX def2/J DEFGRID3
* xyz 0 1
C 3.459 -0.320 1.073
C 2.422 0.391 1.944
O 1.474 1.123 1.175
C 0.421 0.356 0.676
N -0.777 1.213 0.651
C -1.912 0.494 0.398
O -1.965 -0.444 -0.351
O -2.968 0.955 1.129
C -4.246 0.684 0.603
I -4.829 2.308 -0.702
C -5.256 0.508 1.722
C -6.490 -0.290 1.284
H 3.170 -1.350 0.837
H 4.430 -0.351 1.578
H 3.588 0.228 0.134
H 2.897 1.113 2.613
H 1.893 -0.341 2.572
H 0.224 -0.526 1.306
H 0.614 0.017 -0.349
H -0.852 1.784 1.484
H -4.201 -0.184 -0.055
H -5.564 1.488 2.099
H -4.729 -0.006 2.535
H -6.859 -0.913 2.103
H -6.259 -0.957 0.446
H -7.303 0.364 0.960
C -1.006 6.993 -1.319
C -0.531 5.551 -1.234
N -0.602 4.851 -2.504
C -0.435 3.414 -2.377
C 0.919 2.875 -1.898
C 0.096 5.479 -3.613
C 1.599 5.748 -3.453
H -2.011 7.043 -1.739
H -1.027 7.433 -0.321
H -0.347 7.609 -1.931
H -1.178 5.007 -0.540
H 0.477 5.535 -0.787
H -0.677 2.961 -3.343
H -1.204 3.062 -1.681
H 1.686 2.931 -2.672
H 0.804 1.825 -1.631
H 1.284 3.396 -1.013
H -0.401 6.428 -3.830
H -0.070 4.854 -4.493
H 1.828 6.181 -2.478
H 1.929 6.459 -4.213
H 2.196 4.844 -3.566
C 0.082 -3.450 0.796
C 0.615 -4.792 0.324
N 2.053 -4.922 0.500
C 2.622 -6.062 -0.196
C 2.208 -7.466 0.260
C 2.549 -4.682 1.845
C 1.982 -5.541 2.983
H 0.608 -2.630 0.304
H -0.978 -3.360 0.554
H 0.179 -3.327 1.876
H 0.417 -4.893 -0.746
H 0.044 -5.594 0.819
H 3.710 -5.975 -0.141
H 2.363 -5.951 -1.253
H 2.671 -7.744 1.206
H 2.521 -8.200 -0.485
H 1.126 -7.554 0.372
H 2.371 -3.632 2.088
H 3.636 -4.792 1.811
H 0.896 -5.629 2.917
H 2.215 -5.080 3.944
H 2.400 -6.547 2.992
*
```

The calculation puts the molar mass at 489.48 g mol⁻¹. The SMILES is CCOCNC(=O)O[C@H](I)CC.CCN(CC)CC.CCN(CC)CC. The orbital gap is 8.47 eV. The value obtained for the highest occupied orbital energy is -0.288 Ha.


[5]
Entry from the Open Molecules 2025 dataset: a 3-piece molecular cluster, C5H7NO overall (wB97M-V/def2-TZVPD).

Structure (ORCA input):
```
! wB97M-V def2-TZVPD RIJCOSX def2/J DEFGRID3
* xyz 0 1
O 0.475 -2.085 1.306
C -0.409 -2.605 0.385
C -0.710 -1.283 -0.173
C -0.683 -0.061 -0.356
C -0.008 1.032 0.153
C 0.715 2.231 -0.302
N -0.326 2.231 0.737
H 0.865 -0.620 1.323
H 0.035 -3.284 -0.367
H -1.296 -3.095 0.830
H 0.974 0.225 1.240
H 0.480 2.591 -1.304
H 1.721 2.432 0.059
H -1.251 2.611 0.569
*
```

The calculation puts the molar mass at 97.12 g mol⁻¹. The orbital gap (alpha / beta) is 8.75 / 8.75 eV. The value obtained for the highest occupied orbital energy (alpha / beta) is -0.338 / -0.338 Ha.


[6]
Entry from the Open Molecules 2025 dataset: C3H14BNNdO2P as an isolated structure in a non-equilibrium geometry (wB97M-V/def2-TZVPD).

Structure (ORCA input):
```
! wB97M-V def2-TZVPD RIJCOSX def2/J DEFGRID3
* xyz 2 4
C 2.803 -0.745 0.079
O 2.253 0.558 0.199
B 1.042 0.790 -0.367
O 0.747 0.354 -1.611
P -0.266 1.808 0.740
C -1.482 0.286 0.943
C -2.006 -0.247 -0.377
N -1.503 -1.619 -0.657
H 3.056 -0.989 -0.947
H 3.719 -0.763 0.645
H 2.146 -1.498 0.522
H 1.555 0.207 -2.138
H -1.041 2.230 -0.430
H -1.120 2.663 1.603
H 0.477 1.363 1.919
H 0.645 2.939 0.579
H -0.993 -0.468 1.554
H -2.328 0.619 1.524
H -1.734 0.409 -1.194
H -3.082 -0.295 -0.370
H -1.101 -1.696 -1.596
H -0.727 -1.843 -0.030
Nd -1.059 -4.064 -0.592
*
```

The calculation puts the molar mass at 282.18 g mol⁻¹. The orbital gap (alpha / beta) is 4.09 / 4.06 eV. The value obtained for the highest occupied orbital energy (alpha / beta) is -0.511 / -0.504 Ha. Its expectation value of S² is 4.061.